# 1
# CH2N2O3P

2 unconnected molecules or ions with the total composition CH2N2O3P at a distorted geometry (the ωB97M-V functional and the def2-TZVPD basis, the Open Molecules 2025 dataset).

Summary:
HOMO level (alpha / beta) = -3.38 / -3.38 eV
E_LUMO (alpha / beta) = 3.714 / 3.715 eV
orbital gap (alpha / beta) = 0.2605 / 0.2606 hartree

ORCA input file:
```
! RIJCOSX wB97M-V def2-TZVPD def2/J DEFGRID3
* xyz -1 1
C 2.686 -2.063 1.780
N 3.798 -1.791 1.613
N 0.263 0.589 -0.431
O 0.138 -2.568 0.749
O 0.209 -1.208 2.927
O 1.395 0.211 0.210
P 0.915 -1.759 1.751
H -0.438 0.527 0.207
H 0.065 -0.070 -1.164
*
```

# 2
# C42H55F5N2O29

9 unconnected molecules or ions with the total composition C42H55F5N2O29 at a distorted geometry (the ωB97M-V functional and the def2-TZVPD basis, the Open Molecules 2025 dataset).

Summary:
HOMO level = -9.33 eV
E_LUMO = 0.345 eV
orbital gap = 0.3556 hartree

ORCA input file:
```
! RIJCOSX wB97M-V def2-TZVPD def2/J DEFGRID3
* xyz 0 1
C 1.188 -3.870 -1.393
C 0.035 -3.613 -2.292
O -0.591 -4.471 -2.841
O -0.306 -2.319 -2.502
C -1.411 -1.890 -1.656
C -1.224 -0.446 -1.292
C -0.056 -0.265 -0.297
C 0.662 1.039 -0.608
C 1.880 1.357 0.289
C 3.138 1.540 -0.559
C 3.572 0.361 -1.453
O 3.022 -0.879 -1.080
C 5.141 0.304 -1.486
N 5.722 -1.017 -1.642
O 1.970 0.288 1.241
C 3.065 0.167 2.030
O 4.125 -0.195 1.609
C 2.824 0.426 3.482
C 3.607 1.384 4.108
C 3.375 1.629 5.456
C 2.394 0.866 6.072
C 1.660 -0.073 5.359
N 1.860 -0.288 4.054
C 1.637 2.665 1.085
F 2.796 3.150 1.597
F 0.821 2.400 2.130
C 0.952 3.850 0.308
F -0.364 3.838 0.497
F 1.400 5.008 0.794
F 1.188 3.837 -0.996
H 1.027 -3.437 -0.409
H 1.352 -4.935 -1.302
H 2.091 -3.416 -1.792
H -1.457 -2.537 -0.781
H -2.326 -2.031 -2.228
H -1.050 0.105 -2.207
H -2.143 -0.137 -0.803
H -0.491 -0.183 0.694
H 0.605 -1.115 -0.392
H -0.106 1.798 -0.508
H 0.963 1.032 -1.648
H 3.976 1.769 0.093
H 3.029 2.417 -1.189
H 3.266 0.531 -2.482
H 3.363 -1.113 -0.209
H 5.474 0.899 -2.334
H 5.545 0.698 -0.560
H 5.625 -1.552 -0.793
H 5.297 -1.522 -2.407
H 4.350 1.936 3.557
H 3.929 2.379 5.990
H 2.182 1.006 7.121
H 0.892 -0.648 5.845
C 2.522 5.364 4.439
C 2.182 6.702 5.065
O 2.030 6.361 6.448
C 2.730 5.229 6.688
O 2.942 4.772 7.763
O 3.159 4.680 5.526
H 3.196 5.440 3.590
H 1.636 4.800 4.143
H 2.993 7.426 4.970
H 1.265 7.138 4.679
C 3.401 -2.457 10.484
C 4.169 -1.466 9.630
O 3.392 -1.442 8.424
C 2.136 -1.829 8.725
O 1.207 -1.757 7.983
O 2.067 -2.310 9.983
H 3.435 -2.232 11.545
H 3.723 -3.487 10.324
H 4.180 -0.463 10.058
H 5.188 -1.776 9.417
C -2.844 4.207 -3.368
C -2.981 3.437 -2.072
O -2.101 2.322 -2.303
C -1.197 2.686 -3.233
O -0.253 2.016 -3.528
O -1.513 3.861 -3.796
H -2.938 5.282 -3.243
H -3.548 3.868 -4.129
H -2.634 4.004 -1.206
H -3.990 3.074 -1.908
C -4.875 0.051 -3.618
C -6.256 -0.442 -3.241
O -6.604 0.439 -2.158
C -5.888 1.571 -2.292
O -6.031 2.551 -1.622
O -4.943 1.436 -3.244
H -4.647 -0.049 -4.670
H -4.090 -0.431 -3.031
H -6.981 -0.319 -4.046
H -6.267 -1.475 -2.905
C -1.452 -4.762 8.669
C -1.779 -3.431 9.311
O -1.924 -3.786 10.692
C -1.228 -4.926 10.912
O -1.008 -5.390 11.982
O -0.812 -5.464 9.739
H -0.784 -4.674 7.817
H -2.345 -5.315 8.370
H -0.962 -2.715 9.215
H -2.695 -2.985 8.933
C 0.848 -1.444 -5.757
C 0.615 0.008 -6.116
O 0.476 -0.047 -7.543
C 0.085 -1.296 -7.883
O -0.283 -1.620 -8.965
O 0.160 -2.128 -6.814
H 0.436 -1.720 -4.789
H 1.904 -1.720 -5.789
H -0.307 0.399 -5.686
H 1.437 0.660 -5.836
C -2.854 -4.031 -5.026
C -2.420 -3.658 -6.428
O -3.646 -3.192 -7.015
C -4.465 -2.785 -6.020
O -5.481 -2.186 -6.180
O -3.968 -3.144 -4.816
H -2.092 -3.861 -4.271
H -3.206 -5.062 -4.958
H -1.697 -2.841 -6.441
H -2.021 -4.495 -6.994
C -3.323 0.767 -9.292
C -3.232 -0.535 -8.522
O -3.369 -0.088 -7.167
C -4.016 1.099 -7.172
O -4.420 1.638 -6.190
O -4.133 1.577 -8.426
H -3.796 0.663 -10.264
H -2.353 1.250 -9.414
H -4.053 -1.216 -8.750
H -2.288 -1.055 -8.657
*
```

# 3
# H4O2Si

2 unconnected molecules or ions with the total composition H4O2Si at a distorted geometry (the ωB97M-V functional and the def2-TZVPD basis, the Open Molecules 2025 dataset).

Summary:
HOMO level (alpha / beta) = -11.33 / -7.71 eV
E_LUMO (alpha / beta) = -1.032 / -1.001 eV
orbital gap (alpha / beta) = 0.3786 / 0.2467 hartree

ORCA input file:
```
! RIJCOSX wB97M-V def2-TZVPD def2/J DEFGRID3
* xyz 0 1
O -2.184 -0.702 0.398
O -3.191 -0.440 1.292
Si 0.704 0.379 -0.254
H -1.311 -0.754 0.929
H -0.345 0.109 -1.123
H 1.060 1.768 -0.208
H 1.449 -0.701 0.601
*
```